2 unconnected molecules or ions with the total composition C3H11Cl2OPSi. Source: the Open Molecules 2025 dataset; level of theory: ωB97M-V/def2-TZVPD.

Last column: natural (NBO) charge in e.
Atoms and positions in Å:
C  2.31673  -2.19765  0.02912  -0.6043
C  1.97038  -0.70215  0.00470  -0.8178
Si  0.60537  -0.42122  -1.29737  0.7504
P  -1.34258  -0.88614  -0.26393  1.1088
O  -2.43717  -1.30558  -1.18006  -1.1030
H  2.97390  -2.41542  0.86185  0.2128
H  1.41457  -2.79451  0.10279  0.2000
H  2.80099  -2.45083  -0.90513  0.2090
H  2.82352  -0.10621  -0.29301  0.2332
H  1.57274  -0.37986  0.96080  0.2245
H  0.82692  -1.40733  -2.37227  -0.1348
H  0.63958  0.97127  -1.78271  -0.1374
H  -1.01319  -1.92506  0.64197  -0.0872
H  -1.67433  0.18954  0.58164  -0.0689
C  -2.42150  3.23398  1.03136  -0.3946
Cl  -1.86496  3.30702  -0.64319  -0.0166
Cl  -1.32311  2.28487  2.04406  -0.0269
H  -2.47023  4.23994  1.42802  0.2259
H  -3.39765  2.76533  1.05136  0.2267

**SMILES**: CC[SiH2][PH2]=O.ClCCl
**Total charge**: 0
**Gap between HOMO and LUMO**: 10.01 eV
**Highest occupied orbital energy**: -0.345 hartree

---

C3H11ClN2Si in the gas phase. Source: the Open Molecules 2025 dataset; level of theory: ωB97M-V/def2-TZVPD.

Last column: natural (NBO) charge in e.
Atoms and positions in Å:
C  0.78288  -0.52700  -1.42213  -0.4087
C  1.88948  0.36883  0.61336  -0.4037
C  -1.30340  -0.47980  0.85057  -0.4372
N  0.77266  0.39934  -0.38702  -0.2984
N  -0.53614  0.62751  0.12537  -0.7049
Si  -1.27426  2.07059  -0.61995  1.3025
Cl  -1.77550  1.77539  -2.62023  -0.4040
H  -0.20868  -0.36543  -1.96443  0.2280
H  1.75430  -0.48257  -1.90696  0.2068
H  0.70974  -1.56336  -0.81961  0.1255
H  1.62779  1.17685  1.22465  0.2124
H  1.90812  -0.63147  1.15224  0.1631
H  2.72826  0.57447  0.10074  0.1960
H  -2.18732  -0.77253  0.26224  0.2002
H  -0.59658  -1.30972  0.95198  0.2038
H  -1.48426  -0.22635  1.86811  0.2007
H  -0.25902  3.04082  -0.71650  -0.1956
H  -2.25028  2.41841  0.40524  -0.1865

**SMILES**: CN(C)N(C)[SiH2]Cl
**Total charge**: 0
**Gap between HOMO and LUMO**: 9.12 eV
**Relative energy (zero: lowest compared OMol25 entry of this formula, charge and spin)**: 82.5 kcal per mole
**Highest occupied orbital energy**: -0.303 hartree

---

2 unconnected molecules or ions with the total composition C3H11N. Source: the Open Molecules 2025 dataset; level of theory: ωB97M-V/def2-TZVPD.

Last column: natural (NBO) charge in e.
Atoms and positions in Å:
N  0.31230  0.10032  -2.73020  -1.0486
H  0.73706  0.76224  -2.06007  0.3546
H  0.80632  -0.80930  -2.64847  0.3507
H  -0.45084  -0.31313  -2.18699  0.3464
C  -0.95059  1.00237  0.67242  -0.6081
C  -0.22392  -0.08656  1.56016  -0.3958
C  0.76272  -0.94979  0.83544  -0.6079
H  -1.66960  0.49532  0.00641  0.1993
H  -1.47495  1.78942  1.24218  0.2156
H  -0.12837  1.46610  0.09947  0.1927
H  0.46488  0.52435  2.24100  0.1939
H  -0.94996  -0.76028  2.04927  0.2014
H  1.16586  -1.68763  1.56642  0.2163
H  1.51315  -0.32899  0.32392  0.2013
H  0.27111  -1.63643  0.07015  0.1880

**SMILES**: CCC.N
**Total charge**: 0
**Gap between HOMO and LUMO**: 11.48 eV
**Relative energy (zero: lowest compared OMol25 entry of this formula, charge and spin)**: 12.0 kcal per mole
**Highest occupied orbital energy**: -0.386 hartree

---

2 unconnected molecules or ions with the total composition C3H11N. Source: the Open Molecules 2025 dataset; level of theory: ωB97M-V/def2-TZVPD.

Last column: natural (NBO) charge in e.
Atoms and positions in Å:
N  -0.69176  3.42686  1.25593  -1.0720
H  0.03914  4.10008  1.52449  0.3587
H  -1.26038  3.23990  2.08397  0.3567
H  -0.20848  2.50847  1.04033  0.3568
C  1.44785  -1.11469  -0.92882  -0.6088
C  0.23486  -1.68544  -0.22761  -0.3856
C  -1.06637  -0.97226  -0.46529  -0.6033
H  1.44079  -1.30995  -2.01902  0.2045
H  2.20875  -1.59701  -0.38203  0.2146
H  1.50801  -0.07906  -0.83075  0.2001
H  0.32628  -1.63082  0.90120  0.1855
H  0.04681  -2.78584  -0.33494  0.1968
H  -1.78742  -0.96767  0.26312  0.2086
H  -0.79205  0.06500  -0.45293  0.1893
H  -1.44604  -1.19758  -1.42765  0.1980

**SMILES**: CCC.N
**Total charge**: 0
**Gap between HOMO and LUMO**: 11.15 eV
**Relative energy (zero: lowest compared OMol25 entry of this formula, charge and spin)**: 14.1 kcal per mole
**Highest occupied orbital energy**: -0.375 hartree

---

C3H11N2 in the gas phase. Source: the Open Molecules 2025 dataset; level of theory: ωB97M-V/def2-TZVPD.

Last column: natural (NBO) charge in e.
Atoms and positions in Å:
N  0.69757  -0.62515  -1.55061  -1.0915
C  0.28467  -0.32126  -0.13996  -0.1301
C  1.33776  0.46977  0.62569  -0.6399
C  -1.13042  0.23618  -0.00502  -0.2506
N  -1.42633  0.23429  1.43215  -0.8466
H  1.53602  -1.25671  -1.51194  0.3185
H  -0.09696  -1.11974  -2.02675  0.3090
H  0.86623  0.28922  -2.03517  0.3336
H  0.22583  -1.24216  0.44013  0.2051
H  1.29880  1.52731  0.33912  0.2053
H  0.99019  0.47160  1.65598  0.2471
H  2.34499  0.08430  0.50475  0.2232
H  -1.87260  -0.32812  -0.57197  0.1911
H  -1.09164  1.22427  -0.47111  0.1946
H  -1.90869  -0.63174  1.63795  0.3613
H  -2.05542  0.98793  1.67675  0.3700

**Total charge**: 0
**Gap between HOMO and LUMO (spin up / spin down)**: 4.57 / 10.97 eV
**<S²>**: 0.75
**Relative energy (zero: lowest compared OMol25 entry of this formula, charge and spin)**: 31.1 kcal per mole
**Spin multiplicity**: 2
**Highest occupied orbital energy (spin up / spin down)**: -0.133 / -0.373 hartree

---

A gas-phase ion, C3H11N2 (charge +1). Source: the Open Molecules 2025 dataset; level of theory: ωB97M-V/def2-TZVPD.

Last column: natural (NBO) charge in e.
Atoms and positions in Å:
N  -0.56926  -1.65238  -0.60373  -0.6968
C  0.16622  -1.28393  0.66417  -0.2467
C  1.00400  -0.00294  0.40348  -0.2527
N  0.25528  0.83848  -0.55582  -0.6794
C  -0.66087  1.85314  0.00952  -0.4362
H  -1.20899  -2.44077  -0.61577  0.4527
H  -1.02857  -0.76330  -0.89712  0.4683
H  0.12758  -1.65261  -1.37057  0.4460
H  -0.61467  -1.01458  1.38585  0.2329
H  0.93781  -2.02551  0.98208  0.2533
H  1.20903  0.56171  1.31060  0.2228
H  2.01524  -0.21444  -0.00322  0.2211
H  0.97094  1.34193  -1.06154  0.3873
H  -1.63405  1.42566  0.32240  0.1983
H  -0.87198  2.59522  -0.75213  0.2311
H  -0.09771  2.43433  0.78180  0.1982

**SMILES**: CNCC[NH3+]
**Total charge**: +1
**Gap between HOMO and LUMO**: 10.52 eV
**Relative energy (zero: lowest compared OMol25 entry of this formula, charge and spin)**: 24.5 kcal per mole
**Highest occupied orbital energy**: -0.512 hartree

---

2 unconnected molecules or ions with the total composition C3H11N2. Source: the Open Molecules 2025 dataset; level of theory: ωB97M-V/def2-TZVPD.

Last column: natural (NBO) charge in e.
Atoms and positions in Å:
C  0.60994  -1.72224  -1.81541  -0.6115
C  -0.04022  -0.78285  -0.80963  -0.2317
N  -0.73258  0.28945  -1.50988  -0.8229
H  1.25469  -1.19622  -2.52197  0.2122
H  1.16400  -2.51136  -1.31395  0.2276
H  -0.17127  -2.14770  -2.44850  0.2306
H  -0.75649  -1.37169  -0.22046  0.1851
H  0.74693  -0.48970  -0.09862  0.1239
H  -0.94265  1.12369  -0.96971  0.3325
H  -0.16198  0.61432  -2.28509  0.3729
C  0.10219  1.21417  2.80584  0.1633
N  -0.03143  1.04251  1.55374  -0.5716
H  1.02598  1.64305  3.17800  0.2412
H  -0.70907  0.91951  3.46200  0.2422
H  -0.81811  0.51582  1.18211  0.4536
H  0.64838  1.35943  0.87146  0.4526

**Total charge**: +1
**Gap between HOMO and LUMO**: 7.37 eV
**Relative energy (zero: lowest compared OMol25 entry of this formula, charge and spin)**: 47.7 kcal per mole
**Highest occupied orbital energy**: -0.487 hartree

---

2 unconnected molecules or ions with the total composition C3H11N2. Source: the Open Molecules 2025 dataset; level of theory: ωB97M-V/def2-TZVPD.

Last column: natural (NBO) charge in e.
Atoms and positions in Å:
C  -1.12520  0.01460  -1.00282  -0.6366
C  0.15878  0.52630  -0.34002  -0.2796
C  1.59872  2.32385  -0.69129  -0.0215
N  0.43056  1.87926  -0.83515  -0.3953
H  -1.12512  -1.08082  -1.08712  0.1754
H  -1.99572  0.28717  -0.40718  0.2176
H  -1.20113  0.41790  -2.00534  0.2712
H  1.02213  -0.12233  -0.54990  0.1792
H  0.00954  0.61014  0.74342  0.1655
H  2.42051  1.77995  -0.21601  0.1428
H  1.81325  3.31551  -1.07723  0.1960
N  -0.39957  -2.00071  1.50108  -0.8680
H  0.43512  -1.49076  1.79965  0.4610
H  -0.91262  -1.40866  0.83534  0.4712
H  -0.10953  -2.86584  1.03981  0.4607
H  -1.01974  -2.18556  2.29276  0.4606

**Total charge**: +1
**Gap between HOMO and LUMO**: 8.80 eV
**Relative energy (zero: lowest compared OMol25 entry of this formula, charge and spin)**: 43.3 kcal per mole
**Highest occupied orbital energy**: -0.481 hartree

---

2 unconnected molecules or ions with the total composition C3H11N2. Source: the Open Molecules 2025 dataset; level of theory: ωB97M-V/def2-TZVPD.

Last column: natural (NBO) charge in e.
Atoms and positions in Å:
C  2.64301  0.05699  0.87658  0.0207
N  1.53695  0.60523  1.26584  -0.6756
H  3.48647  0.69128  1.12917  0.1972
H  2.67070  -1.01865  0.73150  0.1941
H  0.13531  0.52575  0.29729  0.4652
H  1.57992  1.62128  1.17030  0.3580
C  -2.08327  -0.05048  0.23491  -0.4426
N  -0.73250  0.29231  -0.28306  -0.5482
C  -0.38070  -0.73084  -1.35224  -0.4145
H  -2.09324  0.04194  1.31427  0.2420
H  -2.43155  -1.09074  0.10265  0.2476
H  -2.79926  0.67933  -0.17637  0.2379
H  -0.78697  1.23676  -0.69099  0.4156
H  0.08183  -1.57597  -0.75615  0.2326
H  -1.27389  -0.96491  -1.93441  0.2423
H  0.44720  -0.31928  -1.92929  0.2277

**Total charge**: +1
**Gap between HOMO and LUMO**: 11.23 eV
**Relative energy (zero: lowest compared OMol25 entry of this formula, charge and spin)**: 50.4 kcal per mole
**Highest occupied orbital energy**: -0.540 hartree

---

2 unconnected molecules or ions with the total composition C3H11N2. Source: the Open Molecules 2025 dataset; level of theory: ωB97M-V/def2-TZVPD.

Last column: natural (NBO) charge in e.
Atoms and positions in Å:
C  -2.25335  -0.34287  0.36797  -0.4888
C  -0.12612  -0.77832  -0.61753  -0.4503
C  -0.70604  1.36552  0.14318  0.1204
N  3.00710  0.18707  0.07746  -1.1194
N  -1.03417  0.14834  -0.01172  -0.2308
H  -2.36264  -1.21587  1.05500  0.2776
H  -3.13502  0.33821  0.77097  0.2702
H  -2.72862  -0.79596  -0.51073  0.2429
H  -0.11914  -1.76255  0.04786  0.2379
H  -0.68881  -1.06496  -1.48704  0.2348
H  0.93018  -0.47365  -0.82009  0.3007
H  0.38730  1.58264  0.10074  0.2373
H  -1.38786  2.18558  0.27776  0.2322
H  3.30428  1.17944  0.38676  0.3797
H  3.28719  -0.42329  0.88322  0.3761
H  3.62573  -0.12932  -0.66383  0.3794

**Total charge**: +1
**Gap between HOMO and LUMO**: 9.23 eV
**Relative energy (zero: lowest compared OMol25 entry of this formula, charge and spin)**: 51.6 kcal per mole
**Highest occupied orbital energy**: -0.518 hartree

---

Asked for maximum force across the records above, the calculation gives 0.024 0.103 0.042 0.062 0.027 0.043 0.013 0.017 0.064 0.140 hartree/bohr in order.